A cluster of 2 separate species, C6H9F in total in a non-equilibrium geometry. Source: the OMol25 dataset; level of theory: ωB97M-V with the def2-TZVPD basis set.

Results
- SMILES: CC1=CC1.C=CF
- M: 100.14 Da
- 2S+1: 1
- E: -333.7029 hartree

XYZ file:
```
16
C6H9F ωB97M-V with the def2-TZVPD basis set
C -2.667 0.829 -1.001
C -1.831 0.421 0.132
C -0.771 0.848 0.785
C -1.308 -0.551 1.130
H -2.193 1.448 -1.822
H -3.363 1.506 -0.705
H -3.359 0.075 -1.582
H -0.057 1.545 1.143
H -1.804 -0.635 1.990
H -0.791 -1.383 0.887
C 3.353 -1.066 -0.601
C 2.609 -0.399 0.289
F 2.540 0.916 0.280
H 3.923 -0.689 -1.400
H 3.554 -2.082 -0.621
H 2.164 -0.782 1.095
```

An isolated molecule of C6H12O. Source: the OMol25 dataset; level of theory: ωB97M-V with the def2-TZVPD basis set.

Results
- SMILES: CCC(C=O)CC
- M: 100.16 Da
- 2S+1: 1
- E: -311.0383 hartree

XYZ file:
```
19
C6H12O ωB97M-V with the def2-TZVPD basis set
C -2.444 -0.728 0.387
C -1.107 -0.870 -0.341
C 0.022 0.007 0.220
C -0.315 1.440 -0.126
O -0.933 2.199 0.584
C 1.390 -0.400 -0.334
C 2.449 0.635 0.070
H -3.206 -1.347 -0.099
H -2.362 -1.049 1.432
H -2.813 0.305 0.398
H -0.773 -1.918 -0.315
H -1.236 -0.613 -1.403
H 0.039 -0.063 1.312
H -0.032 1.731 -1.169
H 1.329 -0.539 -1.426
H 1.636 -1.398 0.042
H 3.261 0.267 0.701
H 2.012 1.453 0.645
H 2.900 1.093 -0.807
```

A structure of composition C32H56N14NbO in a non-equilibrium geometry. Source: the OMol25 dataset; level of theory: ωB97M-V with the def2-TZVPD basis set.

Results
- M: 745.80 Da
- 2S+1: 1
- E: -2151.3630 hartree
- Net charge: -1

XYZ file:
```
104
C32H56N14NbO ωB97M-V with the def2-TZVPD basis set
C -2.594 -1.765 7.724
C -3.633 -1.819 6.599
C -3.114 -2.034 5.162
Nb -1.207 -0.977 4.567
C -0.537 -2.912 3.476
C -1.648 -3.817 2.847
C -1.600 -5.182 3.475
N -2.594 -5.552 4.444
O -0.719 -5.972 3.214
H -2.175 -0.762 7.840
H -1.780 -2.477 7.560
H -3.070 -2.034 8.675
H -4.300 -2.659 6.844
H -4.252 -0.918 6.654
H -3.856 -1.589 4.481
H -3.140 -3.102 4.948
H -0.154 -1.494 5.986
H 0.412 -0.363 3.785
H -1.961 -0.432 2.936
H -1.827 0.549 5.453
H 0.171 -2.678 2.683
H -0.007 -3.511 4.225
H -2.645 -3.379 2.906
H -1.430 -3.984 1.785
H -2.438 -5.037 5.307
H -3.509 -5.274 4.098
C 1.574 -5.482 1.024
C 1.976 -4.218 0.435
N 2.297 -3.213 -0.033
H 0.955 -6.031 0.321
H 2.458 -6.074 1.256
H 1.001 -5.310 1.938
C 3.600 -1.847 -2.739
C 3.813 -2.363 -4.085
N 3.992 -2.746 -5.158
H 2.720 -1.212 -2.722
H 3.456 -2.667 -2.036
H 4.463 -1.259 -2.433
C 2.506 -3.181 -8.074
C 1.348 -2.581 -8.721
N 0.437 -2.098 -9.235
H 2.499 -2.969 -7.008
H 2.491 -4.259 -8.226
H 3.419 -2.773 -8.501
C 5.084 -4.952 2.815
C 3.912 -4.592 3.601
N 2.978 -4.314 4.215
H 5.678 -5.689 3.351
H 4.775 -5.370 1.858
H 5.691 -4.067 2.632
C -0.101 3.642 3.277
C -0.178 2.285 3.784
N -0.200 1.200 4.171
H 0.413 4.277 3.998
H 0.443 3.671 2.333
H -1.110 4.025 3.121
C 2.714 -6.025 -3.892
C 1.905 -6.868 -3.028
N 1.258 -7.529 -2.342
H 3.503 -5.549 -3.313
H 3.163 -6.627 -4.679
H 2.094 -5.253 -4.342
C 1.783 0.739 0.374
C 2.106 0.924 -1.034
N 2.375 1.083 -2.144
H 2.413 -0.037 0.803
H 1.955 1.672 0.908
H 0.741 0.446 0.495
C 0.291 7.153 0.711
C 1.450 6.906 1.558
N 2.379 6.745 2.219
H -0.419 7.784 1.242
H 0.610 7.664 -0.195
H -0.197 6.218 0.444
C 2.467 10.657 1.077
C 1.392 10.675 0.095
N 0.543 10.677 -0.683
H 2.140 10.133 1.973
H 3.333 10.144 0.665
H 2.742 11.678 1.337
C -0.955 -10.038 -1.170
C -1.517 -11.258 -1.732
N -1.961 -12.222 -2.180
H -1.753 -9.336 -0.934
H -0.408 -10.268 -0.258
H -0.277 -9.574 -1.882
C -2.434 10.969 -2.362
C -3.822 11.186 -1.980
N -4.919 11.360 -1.671
H -1.984 11.911 -2.672
H -1.868 10.576 -1.521
H -2.386 10.262 -3.188
C -2.358 -4.101 -10.498
C -2.682 -5.327 -11.214
N -2.936 -6.297 -11.781
H -2.404 -4.275 -9.425
H -1.355 -3.768 -10.756
H -3.069 -3.321 -10.761
C -4.176 14.682 -0.893
C -3.027 15.547 -1.119
N -2.115 16.229 -1.296
H -4.153 13.840 -1.578
H -4.159 14.304 0.127
H -5.096 15.240 -1.051
```

A structure of composition C3H5NO4 in a non-equilibrium geometry. Source: the OMol25 dataset; level of theory: ωB97M-V with the def2-TZVPD basis set.

Results
- M: 119.08 Da
- 2S+1: 1
- E: -472.8185 hartree

XYZ file:
```
13
C3H5NO4 ωB97M-V with the def2-TZVPD basis set
C 0.811 -0.657 1.079
C 0.812 -0.731 -0.932
C -0.182 -0.658 0.190
N -1.622 -0.449 0.034
O -1.976 -0.186 -1.125
O -2.309 -0.462 1.032
O 1.781 -0.760 0.066
O -0.184 1.870 0.462
H -0.343 1.490 -0.380
H 1.091 -0.540 2.081
H 0.831 -1.687 -1.465
H 0.890 0.194 -1.643
H 0.399 2.576 0.602
```

An isolated molecule of C3H8O2S in a non-equilibrium geometry. Source: the OMol25 dataset; level of theory: ωB97M-V with the def2-TZVPD basis set.

Results
- SMILES: CCC(O)(O)S
- M: 108.16 Da
- 2S+1: 1
- E: -667.7382 hartree

XYZ file:
```
14
C3H8O2S ωB97M-V with the def2-TZVPD basis set
C 0.904 0.927 -1.247
C -0.278 0.057 -0.877
C -0.282 -0.252 0.551
O 0.714 -1.160 0.943
O -0.013 0.831 1.460
S -1.799 -1.033 1.106
H 0.994 0.915 -2.332
H 1.883 0.591 -0.784
H 0.685 1.935 -0.840
H -1.192 0.565 -1.130
H -0.160 -0.900 -1.226
H 0.939 -1.191 1.899
H -0.807 0.912 2.055
H -1.586 -2.198 0.422
```

A cluster of 11 separate species, C2H25O10S in total in a non-equilibrium geometry. Source: the OMol25 dataset; level of theory: ωB97M-V with the def2-TZVPD basis set.

Results
- M: 241.28 Da
- 2S+1: 1
- E: -1241.8189 hartree
- Net charge: -1

XYZ file:
```
38
C2H25O10S ωB97M-V with the def2-TZVPD basis set
C 1.488 0.857 -0.590
C 0.353 -0.181 -0.943
S 0.703 -1.249 -2.406
H 2.326 0.231 -0.275
H 1.023 1.577 0.118
H 1.823 1.342 -1.487
H -0.454 0.512 -1.212
H 0.210 -0.762 -0.041
H -0.775 1.727 4.143
H 0.143 0.496 3.854
O -0.559 0.856 4.487
H -1.318 -0.785 -3.366
H -2.157 -1.963 -3.334
O -2.231 -1.054 -3.650
H -1.456 -0.001 3.509
H -1.611 0.047 2.052
O -1.542 -0.649 2.707
H -0.708 1.484 1.624
H 0.442 2.450 1.221
O 0.020 2.013 1.957
H 1.234 -0.058 2.287
H 2.130 -0.545 3.510
O 1.675 0.199 3.093
H 1.565 1.523 -3.892
H 0.295 0.584 -3.608
O 0.642 1.504 -3.654
H -1.629 1.472 -2.393
H -2.671 0.668 -3.030
O -2.536 1.179 -2.215
H 3.351 -2.718 -0.770
H 3.419 -1.691 -1.891
O 3.779 -1.889 -1.016
H -3.100 -1.079 0.160
H -2.695 0.097 -0.712
O -2.700 -0.209 0.229
H 0.963 -1.846 1.187
H -0.197 -2.024 2.270
O 0.755 -2.113 2.080
```

Question: The highest E belongs to which entry?
Answer: C6H12O

What did the second record say?
An isolated molecule of C6H12O. Source: the OMol25 dataset; level of theory: ωB97M-V with the def2-TZVPD basis set.

Results
- SMILES: CCC(C=O)CC
- M: 100.16 Da
- 2S+1: 1
- E: -311.0383 hartree

XYZ file:
```
19
C6H12O ωB97M-V with the def2-TZVPD basis set
C -2.444 -0.728 0.387
C -1.107 -0.870 -0.341
C 0.022 0.007 0.220
C -0.315 1.440 -0.126
O -0.933 2.199 0.584
C 1.390 -0.400 -0.334
C 2.449 0.635 0.070
H -3.206 -1.347 -0.099
H -2.362 -1.049 1.432
H -2.813 0.305 0.398
H -0.773 -1.918 -0.315
H -1.236 -0.613 -1.403
H 0.039 -0.063 1.312
H -0.032 1.731 -1.169
H 1.329 -0.539 -1.426
H 1.636 -1.398 0.042
H 3.261 0.267 0.701
H 2.012 1.453 0.645
H 2.900 1.093 -0.807
```

Question: Which formula does entry 2 have?
Answer: C6H12O